Entry from the OMol25 dataset: a 2-piece molecular cluster, CH5NO2 overall in a non-equilibrium geometry (ωB97M-V with the def2-TZVPD basis set).

Calculated values
multiplicity: 1
relative energy (zero: lowest compared OMol25 entry of this formula, charge and spin): 3.288 eV
SMILES: C=[NH+][O-].O
HOMO-LUMO gap (alpha / beta): 10.5 / 10.5 eV
charge: 0

Each line ends with the Mulliken charge.
Element x y z (Å)
C  -1.9349  -0.1026  -0.3642  -0.36
N  -0.7663  0.2815  -0.1311  0.25
O  2.2611  1.0783  -0.1476  -0.66
O  0.0196  -0.1076  0.7821  -0.67
H  -2.4309  0.1245  -1.2334  0.28
H  -2.3125  -0.8437  0.3451  0.26
H  2.5888  0.4247  -0.6890  0.29
H  -0.1420  0.8738  -0.7447  0.23
H  1.4885  0.6855  0.2773  0.39